Record 1
Here is a molecular structure, C6H3Br5O2 from OMol25. Energies are from wB97M-V/def2-TZVPD.

Calculated values
**DFT total energy**: -13250.81187 a.u.
**Frontier orbital gap (alpha / beta)**: 8.47 / 5.85 eV
**E_LUMO (alpha / beta)**: -1.009 / -2.064 eV
**F_max**: 0.0724 hartree/bohr

Each line ends with the natural charge from an NBO analysis.
Element x y z (Å)
1 C -1.10303 -0.31486 0.07305  0.309
2 C 0.91303 1.39377 0.41162  0.538
3 O -1.72928 -1.08715 0.94009  -0.636
4 Br 2.63322 -2.43491 0.97489  0.241
5 O 1.06380 2.54285 0.13501  -0.480
6 H -2.16800 -0.55752 -1.92377  0.273
7 C 1.88088 0.34841 0.61127  -0.360
8 C -1.11801 -0.56943 -1.37266  -0.453
9 H -2.30431 -1.76634 0.61209  0.504
10 Br 3.66629 1.01941 0.22968  0.048
11 C -0.53726 0.86092 0.68148  -0.361
12 C 1.69102 -0.90457 0.87978  -0.019
13 Br -0.75699 -2.44239 -1.71731  0.035
14 Br 0.07011 0.55697 -2.33691  0.141
15 H -0.55592 0.88646 1.69706  0.254
16 Br -1.64555 2.46838 0.10463  -0.034

Record 2
Here is a molecular structure, C16H18NO4P from OMol25. Energies are from wB97M-V/def2-TZVPD.

Calculated values
**DFT total energy**: -1317.13499 a.u.
**Frontier orbital gap**: 8.83 eV
**E_LUMO**: 0.364 eV
**F_max**: 0.3288 hartree/bohr

Each line ends with the natural charge from an NBO analysis.
Element x y z (Å)
1 H 0.61557 -2.89760 -0.36149  0.223
2 C 2.65634 -2.68127 -3.07975  -0.151
3 H 0.93416 1.85625 0.59745  0.256
4 H -2.49702 1.72447 2.07108  0.208
5 H -0.62036 1.18745 6.30043  0.232
6 H 1.24379 -2.95149 -6.30017  0.241
7 C 1.35583 -2.09265 -0.99834  -0.513
8 H 2.31736 -2.25551 -0.47849  0.243
9 C -2.19908 2.11545 1.22344  -0.392
10 C 1.56218 -2.89617 -5.21759  -0.204
11 H -1.24400 3.91801 0.39093  0.492
12 C 0.06684 1.05986 2.36587  -0.021
13 H -0.69157 1.62910 -1.94057  0.527
14 O -1.21597 2.11320 -1.25173  -0.998
15 H 0.96270 -1.02657 1.42631  0.390
16 O -1.89256 -0.23750 -0.18601  -1.086
17 C -1.02630 0.13596 4.44105  -0.174
18 P -1.40038 0.96703 0.04682  2.218
19 C 0.33883 -2.31523 -3.18377  -0.179
20 H -1.11215 -0.94717 2.46065  0.233
21 C 2.48023 -3.02602 -4.45168  -0.253
22 C -0.55744 -0.10464 3.13266  -0.271
23 O -1.86253 3.32569 1.34481  -0.692
24 C 0.10934 0.92382 0.95311  -0.500
25 N 0.90435 -0.36187 0.84445  -0.591
26 H -3.11954 2.20780 0.50667  0.139
27 O 0.64763 0.17278 -1.45757  -0.672
28 C 0.21206 2.02454 4.59387  -0.126
29 H 1.24569 2.89002 2.65683  0.215
30 H 3.53904 -2.70724 -2.60853  0.190
31 H -0.83225 -2.38732 -2.48994  0.173
32 H 3.53562 -3.26628 -4.80576  0.199
33 C 0.28476 -2.62278 -4.44676  -0.205
34 C -0.52334 1.04339 5.17117  -0.295
35 H 0.56521 2.87178 5.16692  0.202
36 C 1.33848 -2.48087 -2.24797  -0.031
37 C 0.62903 2.19209 3.05540  -0.197
38 H -0.76680 -2.51465 -4.96915  0.222
39 H -1.79228 -0.62285 4.83769  0.219
40 C 0.85617 -0.64859 -0.51602  0.732

Record 3
Here is a molecular structure, C2H19HgO8 from OMol25. Energies are from wB97M-V/def2-TZVPD.

Calculated values
**DFT total energy**: -842.62364 a.u.
**Total charge**: +1
**Frontier orbital gap**: 7.45 eV
**E_LUMO**: -3.506 eV
**F_max**: 0.0642 hartree/bohr

Each line ends with the natural charge from an NBO analysis.
Element x y z (Å)
1 H -0.71407 3.99496 0.25021  0.193
2 H 2.06025 -1.69118 -2.22647  0.507
3 C -1.06214 2.17074 -0.81580  -0.063
4 H -2.48652 0.18996 1.46046  0.490
5 H -2.82670 0.02079 0.01685  0.493
6 H -2.40429 -2.10162 -1.71083  0.489
7 H 0.82833 1.54102 2.32229  0.495
8 O -0.22506 1.09802 -1.17916  -0.983
9 O 2.37982 0.41772 -0.16002  -0.956
10 H -0.86715 -3.39628 -0.01476  0.494
11 H -1.03813 -1.83819 -2.40409  0.496
12 O 1.83265 -1.42781 1.76653  -0.956
13 O 1.44668 -2.01174 -1.47604  -0.978
14 H -1.53074 2.44045 -1.69790  0.169
15 H -0.29986 -3.58581 1.29677  0.497
16 Hg -0.01431 -0.67914 0.12897  1.623
17 H 0.22952 3.98084 -1.15590  0.218
18 C -0.12425 3.30935 -0.41631  -0.638
19 H 1.50524 -2.96258 -1.51198  0.488
20 H 1.41650 -1.80555 2.54332  0.489
21 O -2.33972 -0.38327 0.68120  -0.952
22 O -1.60607 -1.57773 -1.68727  -0.966
23 H 0.80086 2.86858 0.02433  0.210
24 H 2.31986 0.66632 -1.06826  0.499
25 O 0.03773 1.06931 2.08002  -0.970
26 H -1.81921 1.88807 -0.11513  0.110
27 O -0.58200 -2.88639 0.72178  -0.957
28 H 2.57880 -0.93767 2.05871  0.493
29 H -0.68500 1.72989 2.32229  0.492
30 H 3.18898 -0.10106 -0.03380  0.475

Record 4
Here is 7 unconnected molecules or ions with the total composition C25H49NO8 from OMol25. Energies are from wB97M-V/def2-TZVPD.

Calculated values
**DFT total energy**: -1638.63575 a.u.
**Frontier orbital gap**: 9.34 eV
**SMILES**: NCCC[C@@H]1COC(=O)C1.CC(C)=O.CC(C)=O.CC(C)=O.CC(C)=O.CC(C)=O.CC(C)=O
**E_LUMO**: 0.489 eV
**F_max**: 0.0218 hartree/bohr

Each line ends with the Löwdin charge.
Element x y z (Å)
1 H 5.07226 3.02543 -4.77074  0.088
2 C 0.05896 2.57865 0.96777  -0.023
3 O -3.35561 -3.99766 -2.90749  0.051
4 C -2.55456 3.33350 9.46983  -0.496
5 H 1.42332 0.85773 -5.89914  0.117
6 H 3.40893 -0.16128 -5.13858  0.114
7 C -1.51262 -6.91260 1.84905  -0.506
8 H 6.37649 2.27696 -2.61966  0.049
9 H 4.93807 0.78269 -3.19211  0.109
10 O -0.43602 -1.36230 -6.21701  0.058
11 C -1.16992 -6.60496 3.28638  -0.025
12 H 0.58650 3.11671 1.75494  0.059
13 O 0.72621 3.16059 3.98410  0.050
14 C -2.40316 -1.89111 -4.98767  -0.024
15 H -1.01261 2.62328 1.16915  0.090
16 H -4.02710 4.89007 9.43060  0.087
17 H -4.37699 -6.49195 -4.40386  0.087
18 H -2.71369 5.08089 8.25040  0.080
19 H 5.62471 0.09530 -4.62970  0.107
20 H -2.90563 -1.66666 -5.92682  0.083
21 C -3.61123 -6.03619 -1.71079  -0.022
22 C -0.91995 -1.70177 -5.16106  -0.503
23 H -2.04873 -6.75076 3.90954  0.081
24 H -1.58706 2.48432 4.69010  0.082
25 H -3.88669 2.77937 11.05406  0.086
26 H 6.89487 3.56533 -3.48149  0.060
27 H -1.10367 4.75797 -0.41626  0.086
28 C -0.88977 2.30015 5.50498  -0.018
29 H 0.33729 1.37685 -4.54228  0.126
30 H 2.54523 2.83611 5.67665  0.080
31 H 2.31050 0.92425 -3.22242  0.139
32 H -3.16059 -6.96098 -2.07464  0.089
33 O 1.30921 2.85514 -5.68459  0.018
34 C -2.81965 2.73876 10.83022  -0.022
35 C 2.52009 1.47558 -4.13528  -0.272
36 H -0.18008 -2.99020 -3.61440  0.083
37 O 2.90306 4.45570 -5.75562  0.125
38 H 0.23702 4.96452 -1.56338  0.079
39 H 0.38229 1.53969 0.97085  0.085
40 H 0.42630 -7.42576 1.08936  0.086
41 H 0.98980 -1.79309 -4.21528  0.073
42 N 6.74761 2.56522 -3.51615  -0.008
43 C 3.66062 0.88423 -4.95206  -0.169
44 H -0.83094 -5.57176 3.37682  0.085
45 H -0.90863 1.24015 5.76224  0.091
46 C 5.79211 2.22702 -4.57651  -0.287
47 C -2.95506 4.77366 9.26516  -0.020
48 C 1.27107 1.54236 -5.07079  -0.104
49 C 1.59694 2.50934 6.09693  -0.019
50 H 6.34751 2.06650 -5.50130  0.109
51 H 1.68682 3.19353 -3.28542  0.102
52 H -5.76642 -5.81086 -3.54156  0.086
53 C 2.35797 3.56223 -5.17686  -0.490
54 C -0.40167 -6.76131 0.83766  -0.025
55 H -2.77924 -1.22485 -4.21026  0.090
56 O -2.04512 2.68511 8.58431  0.059
57 C -3.86464 -5.09583 -2.86050  -0.490
58 C -0.02899 4.63756 -0.56049  -0.015
59 H -0.33153 -1.28768 -3.13913  0.086
60 H -4.88290 -4.81815 -4.71990  0.080
61 C 0.35653 3.19035 -0.37380  -0.485
62 C 2.61018 2.96028 -3.81910  -0.066
63 O -2.62284 -7.26256 1.52383  0.064
64 H -2.42328 5.41324 9.97121  0.086
65 H -4.54837 -6.28151 -1.20982  0.091
66 H -0.03420 -5.73380 0.83562  0.087
67 H -1.19625 2.87051 6.38099  0.057
68 O 0.88408 2.56160 -1.26617  0.055
69 C 5.02952 0.93582 -4.26989  -0.190
70 H -2.48825 1.70352 10.84711  0.082
71 H -2.94032 -5.56832 -0.99522  0.071
72 H -2.28261 3.30195 11.59494  0.086
73 H 1.66796 1.45660 6.37420  0.086
74 C -0.05318 -1.96061 -3.95223  -0.020
75 H -2.61586 -2.91905 -4.69557  0.053
76 H 0.49114 5.25748 0.17110  0.088
77 H 1.37874 3.08944 6.99478  0.085
78 H 3.72964 1.35810 -5.93315  0.132
79 C 0.49742 2.70199 5.08183  -0.488
80 H -0.77288 -7.01164 -0.15326  0.072
81 H -0.37105 -7.26410 3.62968  0.085
82 C -4.78240 -5.58416 -3.95442  -0.019
83 H 3.42496 3.34013 -3.21251  0.130

Record 5
Here is 2 unconnected molecules or ions with the total composition H5N4 from OMol25. Energies are from wB97M-V/def2-TZVPD.

Calculated values
**DFT total energy**: -221.54775 a.u.
**2S+1**: 3
**Total charge**: +1
**Frontier orbital gap (alpha / beta)**: 9.11 / 10.52 eV
**E_LUMO (alpha / beta)**: -5.238 / -5.586 eV
**F_max**: 0.0417 hartree/bohr

Each line ends with the Löwdin spin population.
Element x y z (Å)
1 H -1.17384 -1.63624 -0.40813  0.003
2 N 2.02152 0.21429 0.11151  1.749
3 N -0.84675 0.89006 0.04653  0.018
4 H 2.14791 1.21999 -0.05012  0.073
5 N -0.03891 -0.07571 0.19966  0.122
6 H -1.80015 0.79494 -0.31516  0.002
7 H -0.54276 1.80292 0.37135  0.001
8 N -0.27531 -1.28852 -0.05392  0.032
9 H 0.50830 -1.92173 0.09828  -0.001

Record 6
Here is 2 unconnected molecules or ions with the total composition C4H16N4 from OMol25. Energies are from wB97M-V/def2-TZVPD.

Calculated values
**DFT total energy**: -380.45809 a.u.
**Total charge**: +2
**Frontier orbital gap**: 11.14 eV
**E_LUMO**: -6.648 eV
**F_max**: 0.0536 hartree/bohr

Each line ends with the natural charge from an NBO analysis.
Element x y z (Å)
1 H -2.65012 -1.63165 0.73960  0.431
2 N 1.69107 -1.41883 -2.47894  -0.671
3 H -0.04792 1.12502 2.33512  0.443
4 C -2.20195 2.31089 0.97256  -0.432
5 H 0.73146 -1.47050 -2.79649  0.446
6 C 3.46752 -0.28570 -1.22404  -0.657
7 N -1.74819 -1.30800 1.07051  -0.768
8 H 1.28081 -0.54231 -0.67148  0.203
9 C -1.49492 -0.01541 1.29634  0.680
10 H 3.89996 0.16637 -2.12085  0.244
11 H -1.39892 -2.04861 1.66710  0.429
12 N -0.30560 0.27966 1.84843  -0.778
13 H -2.97564 0.57392 0.11100  0.413
14 N -2.11232 0.90358 0.52326  -0.533
15 H 1.59441 0.62866 -1.85138  0.238
16 H -2.66791 2.85260 0.15340  0.250
17 H 3.73186 0.42241 -0.43934  0.270
18 C 1.98207 -0.31286 -1.46433  -0.203
19 H -2.89056 2.43620 1.80574  0.230
20 H -1.22859 2.69647 1.24563  0.216
21 H 3.92008 -1.23462 -1.00613  0.237
22 H 0.29770 -0.48226 2.11994  0.417
23 H 2.34322 -1.43469 -3.26852  0.454
24 H 1.88482 -2.29949 -1.99722  0.438